A molecular structure, C28H21CdN3PS. Source: the Open Molecules 2025 dataset; level of theory: wB97M-V/def2-TZVPD.

## Properties
- relative energy (zero: lowest compared OMol25 entry of this formula, charge and spin) (kcal per mole) = 0.0
- F_max (hartree/bohr) = 0.00717
- charge = +1
- E_HOMO (eV) = -10.552
- E (eV) = -58531.1224
- frontier orbital gap (eV) = 7.50

Each line ends with the natural charge from an NBO analysis.
Element x y z (Å)
Cd: 0.792 0.547 -1.498  1.46
N: 1.590 -3.309 -3.247  -0.50
C: 0.259 -3.643 -3.008  0.10
C: -0.474 -4.799 -3.252  -0.22
C: -1.795 -4.778 -2.856  -0.19
C: -2.367 -3.652 -2.233  -0.20
C: -1.630 -2.511 -1.997  -0.21
C: -0.299 -2.521 -2.405  0.15
N: 0.686 -1.538 -2.303  -0.62
C: 1.784 -2.055 -2.796  0.39
C: 3.041 -1.312 -2.809  0.05
C: 4.224 -1.631 -3.385  -0.41
S: 5.350 -0.386 -3.100  0.55
C: 4.187 0.477 -2.208  -0.12
N: 3.026 -0.111 -2.137  -0.52
H: 2.292 -3.910 -3.643  0.43
H: -0.038 -5.670 -3.724  0.23
H: -2.408 -5.654 -3.024  0.23
H: -3.407 -3.689 -1.934  0.23
H: -2.056 -1.645 -1.504  0.24
H: 4.488 -2.503 -3.965  0.26
H: 4.406 1.429 -1.744  0.25
C: 0.972 2.768 5.558  -0.19
C: -0.034 1.857 5.270  -0.20
C: -0.183 1.365 3.978  -0.20
C: 0.683 1.779 2.971  -0.37
C: 1.700 2.688 3.270  -0.14
C: 1.839 3.188 4.555  -0.22
P: 0.545 1.222 1.246  0.74
C: -0.809 -0.019 1.266  -0.27
C: -0.467 -1.340 1.574  -0.25
C: -1.434 -2.336 1.588  -0.20
C: -2.753 -2.025 1.276  -0.21
C: -3.099 -0.721 0.951  -0.22
C: -2.133 0.279 0.947  -0.24
C: -0.217 2.587 0.321  -0.29
C: -0.811 3.715 0.872  -0.24
C: -1.400 4.651 0.029  -0.21
C: -1.410 4.444 -1.344  -0.20
C: -0.820 3.307 -1.892  -0.24
C: -0.194 2.380 -1.066  -0.54
H: 1.083 3.150 6.566  0.22
H: -0.709 1.530 6.050  0.22
H: -0.976 0.660 3.759  0.22
H: 2.382 3.010 2.489  0.21
H: 2.625 3.898 4.779  0.22
H: 0.564 -1.586 1.808  0.22
H: -1.159 -3.354 1.837  0.22
H: -3.509 -2.801 1.287  0.22
H: -4.126 -0.477 0.708  0.23
H: -2.410 1.294 0.688  0.23
H: -0.820 3.864 1.946  0.23
H: -1.858 5.539 0.446  0.22
H: -1.872 5.176 -1.995  0.22
H: -0.841 3.170 -2.965  0.21

=====

A molecular structure, C28H21CrNO7. Source: the Open Molecules 2025 dataset; level of theory: wB97M-V/def2-TZVPD.

## Properties
- relative energy (zero: lowest compared OMol25 entry of this formula, charge and spin) (kcal per mole) = 65.5
- 2S+1 = 4
- expectation value of S² = 3.8249
- F_max (hartree/bohr) = 0.09485
- charge = -1
- E_HOMO (spin up / spin down) (eV) = -1.672 / -4.570
- E (eV) = -73612.8461
- frontier orbital gap (spin up / spin down) (eV) = 4.08 / 6.37

Each line ends with the Mulliken spin population.
Element x y z (Å)
C: 0.652 -0.980 4.427  0.00
C: 0.970 -1.781 3.176  0.00
O: -0.100 -1.442 2.207  0.00
C: 0.100 -1.944 0.966  0.04
C: -0.819 -1.384 -0.093  -0.01
N: -2.048 -2.209 -0.154  0.31
O: -3.161 -1.630 -0.177  0.26
O: -1.791 -3.431 -0.379  0.22
O: 1.070 -2.650 0.735  0.00
H: 1.309 -1.303 5.249  0.00
H: 0.885 0.091 4.210  0.00
H: -0.412 -1.079 4.694  0.00
H: 1.932 -1.472 2.741  0.00
H: 1.022 -2.878 3.332  0.00
H: -1.049 -0.336 0.159  -0.01
O: -0.622 -6.580 0.452  0.03
C: -0.064 -6.472 -0.583  -0.11
Cr: 0.420 -6.337 -2.390  1.89
C: -1.160 -5.279 -2.665  -0.12
O: -2.092 -4.632 -2.849  0.02
C: -0.707 -7.942 -2.677  0.10
O: -1.624 -8.663 -2.728  0.07
C: 2.206 -7.256 -3.378  0.22
C: 2.593 -6.709 -2.158  -0.03
C: 2.283 -5.373 -1.845  0.03
C: 1.523 -4.548 -2.703  -0.01
C: 0.846 -3.346 -2.206  0.01
C: 0.512 -2.235 -1.849  -0.03
C: -0.006 -0.949 -1.607  0.05
C: -1.187 -0.554 -2.469  0.05
C: -1.444 -1.339 -3.575  0.00
C: -2.532 -1.131 -4.426  0.00
C: -3.464 -0.134 -4.094  0.01
C: -3.150 0.785 -3.074  0.00
C: -2.055 0.535 -2.183  0.03
C: 1.029 0.061 -1.073  0.01
C: 2.388 -0.290 -1.106  0.01
C: 3.339 0.496 -0.546  -0.01
C: 3.032 1.675 0.144  0.02
C: 1.700 2.160 -0.027  -0.01
C: 0.726 1.335 -0.569  0.02
C: 1.145 -5.129 -3.958  -0.04
C: 1.565 -6.425 -4.304  -0.04
H: 2.385 -8.325 -3.579  0.03
H: 3.137 -7.324 -1.431  -0.01
H: 2.533 -4.957 -0.864  0.00
H: -0.765 -2.137 -3.760  0.00
H: -2.612 -1.707 -5.335  0.00
H: -4.432 -0.050 -4.663  0.00
H: -3.774 1.686 -2.897  0.00
H: -1.992 1.061 -1.236  0.00
H: 2.594 -1.254 -1.582  0.01
H: 4.369 0.149 -0.603  0.00
H: 3.759 2.182 0.811  0.00
H: 1.408 3.187 0.317  0.00
H: -0.362 1.640 -0.584  0.01
H: 0.486 -4.544 -4.608  0.00
H: 1.316 -6.829 -5.288  -0.01

=====

A molecular structure, C28H21IrN2O5. Source: the Open Molecules 2025 dataset; level of theory: wB97M-V/def2-TZVPD.

## Properties
- relative energy (zero: lowest compared OMol25 entry of this formula, charge and spin) (kcal per mole) = 15.3
- F_max (hartree/bohr) = 0.06439
- E_HOMO (eV) = -7.891
- E (eV) = -45432.1468
- frontier orbital gap (eV) = 7.05

Each line ends with the natural charge from an NBO analysis.
Element x y z (Å)
Ir: -1.991 -1.133 -0.306  1.38
O: -2.319 -2.154 1.436  -0.74
C: -1.367 -2.031 2.347  0.34
C: -0.869 -3.175 2.986  -0.28
C: 0.089 -3.074 3.978  -0.16
C: 0.589 -1.829 4.371  -0.28
C: 0.123 -0.697 3.738  -0.15
C: -0.828 -0.785 2.715  -0.21
C: -1.251 0.411 2.030  0.13
N: -1.907 0.403 0.930  -0.18
N: -2.373 1.575 0.391  -0.41
C: -3.109 1.303 -0.642  0.58
O: -3.426 0.088 -0.967  -0.64
C: -3.612 2.411 -1.485  -0.06
C: -3.281 3.732 -1.198  -0.19
C: -3.686 4.743 -2.053  -0.22
C: -4.420 4.442 -3.193  -0.19
C: -4.760 3.126 -3.474  -0.20
C: -4.358 2.111 -2.620  -0.19
H: -1.275 -4.132 2.685  0.23
H: 0.454 -3.974 4.457  0.22
H: 1.329 -1.757 5.156  0.22
H: 0.512 0.280 4.004  0.22
H: -1.038 1.382 2.465  0.23
H: -2.698 3.951 -0.314  0.23
H: -3.423 5.770 -1.835  0.21
H: -4.728 5.236 -3.861  0.21
H: -5.330 2.893 -4.364  0.21
H: -4.600 1.078 -2.828  0.24
O: 0.193 -1.662 0.044  -0.75
C: 1.097 -0.774 -0.669  0.15
C: 0.247 0.042 -1.685  0.78
O: 0.763 0.947 -2.295  -0.60
O: -0.979 -0.368 -1.854  -0.74
C: 1.790 0.103 0.363  -0.09
C: 2.633 -0.531 1.275  -0.22
C: 3.229 0.179 2.304  -0.20
C: 2.983 1.539 2.438  -0.21
C: 2.153 2.179 1.528  -0.23
C: 1.555 1.468 0.495  -0.14
C: 2.087 -1.600 -1.486  -0.09
C: 3.079 -0.954 -2.221  -0.19
C: 3.967 -1.689 -2.986  -0.20
C: 3.882 -3.076 -3.025  -0.21
C: 2.894 -3.721 -2.301  -0.23
C: 1.993 -2.985 -1.537  -0.16
H: 0.453 -1.706 0.976  0.53
H: 2.844 -1.591 1.164  0.22
H: 3.894 -0.326 2.993  0.22
H: 3.440 2.097 3.246  0.22
H: 1.973 3.243 1.613  0.22
H: 0.923 1.982 -0.216  0.24
H: 3.130 0.127 -2.208  0.24
H: 4.723 -1.176 -3.568  0.22
H: 4.582 -3.648 -3.621  0.21
H: 2.811 -4.800 -2.332  0.21
H: 1.214 -3.490 -0.984  0.22